1.
{
  "formula": "C25H41BiF5P2",
  "method": "the ωB97M-V functional and the def2-TZVPD basis",
  "multiplicity": 1,
  "charge": 1,
  "homo_energy_ev": [-8.554, -8.655],
  "orbital_gap_ev": [4.24, 3.55],
  "symbols": ["Bi", "C", "C", "C", "C", "C", "C", "H", "H", "H", "C", "H", "H", "H", "C", "H", "H", "H", "C", "H", "H", "H", "C", "H", "H", "H", "C", "C", "C", "C", "C", "C", "C", "C", "H", "H", "H", "H", "H", "H", "H", "H", "H", "H", "H", "H", "P", "C", "C", "P", "C", "C", "C", "H", "H", "H", "H", "H", "H", "H", "H", "H", "H", "H", "H", "H", "H", "F", "C", "F", "C", "F", "F", "F"],
  "xyz": [[-2.598, -3.429, -0.595], [4.120, 1.389, 1.481], [2.942, 1.800, 2.162], [3.506, -0.302, 2.904], [4.449, 0.075, 1.913], [2.573, 0.760, 3.057], [4.898, 2.229, 0.538], [4.232, 2.714, -0.191], [5.635, 1.628, -0.005], [5.442, 3.026, 1.073], [5.573, -0.765, 1.446], [6.217, -0.213, 0.752], [5.224, -1.667, 0.919], [6.196, -1.101, 2.286], [3.512, -1.570, 3.662], [4.533, -1.945, 3.805], [2.935, -2.362, 3.159], [3.063, -1.421, 4.650], [1.462, 0.787, 4.030], [1.835, 0.903, 5.061], [0.865, -0.138, 3.988], [0.803, 1.637, 3.818], [2.223, 3.083, 2.003], [2.165, 3.631, 2.957], [1.189, 2.914, 1.651], [2.735, 3.723, 1.271], [1.728, 0.844, -2.596], [2.153, 2.085, -2.283], [1.318, 3.249, -1.844], [-0.217, 3.027, -2.139], [-1.006, 2.406, -1.024], [-0.823, 1.268, -0.311], [-0.013, 0.087, -0.722], [0.422, 0.171, -2.203], [1.581, 4.138, -2.439], [-0.354, 2.455, -3.077], [1.520, 3.488, -0.769], [-0.425, 0.583, -2.749], [2.472, 0.116, -2.937], [3.241, 2.267, -2.324], [0.487, -0.857, -2.571], [0.870, -0.029, -0.053], [-1.096, 1.276, 0.753], [-0.609, -0.840, -0.594], [-0.653, 4.031, -2.358], [-1.788, 3.075, -0.667], [-3.258, -0.940, -2.485], [-3.395, -1.125, -4.316], [-3.862, 0.812, -2.528], [-4.568, -1.969, -0.182], [-4.909, -1.638, -1.950], [-4.078, -0.442, 0.703], [-6.141, -2.551, 0.495], [-3.315, -2.186, -4.581], [-2.557, -0.569, -4.764], [-4.335, -0.710, -4.707], [-4.733, 0.848, -3.193], [-3.086, 1.455, -2.951], [-4.152, 1.223, -1.561], [-6.934, -2.335, -0.251], [-6.375, -2.080, 1.469], [-5.985, -3.638, 0.616], [-5.123, -2.602, -2.451], [-5.722, -0.913, -2.130], [-4.174, -0.664, 1.787], [-4.791, 0.345, 0.401], [-3.030, -0.131, 0.496], [0.296, -2.879, -0.453], [-0.528, -3.373, 0.574], [-0.556, -2.334, 1.485], [0.016, -4.670, 1.227], [0.100, -4.462, 2.571], [-0.625, -5.868, 1.033], [1.288, -4.829, 0.757]],
  "forces_ev_per_angstrom": [[1.5, -2.5, -0.9], [1.5, -2.2, -0.1], [-1.8, -1.7, 2.5], [0.6, 0.2, -0.8], [-0.3, 1.4, -0.5], [0.1, 2.1, -1.4], [0.1, 0.1, -0.2], [0.2, 0.0, 0.1], [-0.2, 0.2, 0.1], [-0.2, -0.2, -0.2], [0.5, -0.4, -0.2], [-0.1, -0.2, 0.2], [0.1, 0.2, 0.1], [0.0, 0.0, -0.2], [0.0, -0.2, 0.4], [-0.2, 0.0, -0.1], [0.1, 0.2, 0.0], [0.0, -0.1, -0.1], [-0.4, 0.1, 0.3], [-0.2, -0.1, -0.2], [0.1, 0.2, 0.1], [0.0, -0.2, 0.1], [-0.2, 0.5, -0.1], [0.0, -0.1, -0.3], [0.3, 0.2, 0.1], [-0.2, -0.1, 0.2], [0.6, 0.2, 1.4], [0.3, -0.8, -0.2], [-1.0, -0.2, 0.0], [0.0, 0.4, -0.8], [-0.3, -0.3, 1.2], [0.5, 1.0, -0.1], [1.1, 0.2, -0.2], [-0.4, -0.7, -0.6], [0.3, -0.3, 0.3], [0.4, 0.5, 0.3], [-0.4, -0.1, -0.8], [-0.1, 0.0, -0.1], [-0.1, 0.4, 0.1], [-0.6, 0.0, -0.4], [0.1, 0.0, 0.0], [-0.4, 0.0, -0.3], [-0.8, -0.2, -0.5], [0.2, 0.7, -0.1], [0.2, -0.7, 0.3], [0.3, 0.1, 0.5], [-0.9, 1.3, -1.2], [0.3, -0.4, 0.0], [0.2, 0.3, 0.0], [-1.0, 1.8, 0.6], [0.6, -0.2, 0.2], [-0.2, 0.1, 0.0], [0.0, -0.4, 0.2], [0.1, 0.3, -0.2], [-0.2, -0.3, 0.1], [0.3, -0.2, 0.2], [0.1, 0.0, 0.1], [0.0, -0.1, 0.1], [0.2, -0.1, 0.0], [0.4, -0.2, 0.6], [0.1, -0.3, -0.5], [-0.6, 0.4, 0.1], [0.0, 0.4, 0.3], [0.2, -0.5, 0.2], [0.0, 0.2, -0.6], [0.4, -0.1, 0.4], [-0.7, -0.2, 0.0], [-0.8, -1.7, 1.3], [-1.0, 2.7, -0.7], [0.2, -1.2, -0.3], [2.3, -0.9, 1.1], [-0.4, -0.4, -1.4], [0.2, 2.2, -0.1], [-1.2, -0.1, 0.5]]
}

***

2.
{
  "formula": "C11H12Cl2O4Si",
  "method": "the ωB97M-V functional and the def2-TZVPD basis",
  "multiplicity": 1,
  "charge": -2,
  "homo_energy_ev": 0.063,
  "orbital_gap_ev": 3.52,
  "symbols": ["C", "C", "Si", "C", "Cl", "C", "C", "Cl", "H", "H", "H", "H", "H", "H", "H", "H", "H", "H", "C", "C", "C", "O", "C", "C", "C", "O", "O", "O", "H", "H"],
  "xyz": [[0.078, 0.744, 0.860], [0.557, 1.727, -0.235], [2.131, 1.082, -0.952], [2.924, 2.256, -2.230], [2.740, 1.818, -3.897], [3.574, 3.371, -1.890], [3.808, 3.816, -0.474], [4.292, 4.434, -3.076], [0.086, 1.228, 1.838], [0.695, -0.156, 0.936], [-0.932, 0.375, 0.678], [-0.198, 1.818, -1.019], [0.724, 2.738, 0.150], [3.168, 0.938, 0.105], [1.967, -0.204, -1.647], [3.017, 3.444, 0.175], [3.831, 4.902, -0.415], [4.761, 3.434, -0.102], [-3.666, -2.609, 2.151], [-2.846, -1.777, 1.372], [-2.267, -2.343, 0.033], [-1.505, -1.588, -0.610], [-2.546, -3.679, -0.288], [-3.356, -4.531, 0.499], [-4.000, -3.934, 1.799], [-4.709, -4.690, 2.485], [-3.600, -5.715, 0.216], [-2.536, -0.603, 1.662], [-4.085, -2.218, 3.075], [-2.105, -4.079, -1.197]],
  "forces_ev_per_angstrom": [[0.0, 0.2, 0.2], [-0.1, 0.0, 0.0], [0.1, -0.2, 0.0], [0.1, 0.4, 0.2], [0.0, 0.0, -0.2], [-0.1, -0.3, 0.0], [-0.1, -0.1, 0.0], [0.1, 0.0, -0.1], [0.0, 0.0, 0.0], [0.0, 0.0, 0.0], [0.0, -0.1, 0.0], [0.0, 0.0, -0.1], [-0.1, 0.0, 0.0], [0.0, 0.0, 0.0], [0.0, 0.0, 0.0], [0.0, 0.0, 0.0], [-0.1, 0.0, 0.0], [0.0, 0.0, 0.0], [-0.1, 0.0, -0.1], [-0.1, 0.0, -0.2], [0.5, 0.0, 0.5], [-0.2, 0.0, -0.2], [-0.1, 0.1, -0.1], [-0.2, 0.1, -0.2], [0.4, -0.4, 0.1], [-0.2, 0.1, 0.0], [0.0, -0.1, 0.0], [-0.1, 0.1, 0.2], [0.0, 0.0, 0.0], [0.0, -0.1, 0.0]]
}

***

3.
{
  "formula": "C11H16BClMgN6",
  "method": "the ωB97M-V functional and the def2-TZVPD basis",
  "multiplicity": 1,
  "charge": 0,
  "homo_energy_ev": -7.150,
  "orbital_gap_ev": 7.62,
  "symbols": ["H", "N", "B", "N", "C", "Mg", "H", "C", "H", "C", "H", "C", "H", "H", "H", "N", "N", "N", "N", "C", "C", "H", "H", "C", "C", "C", "C", "H", "H", "H", "H", "H", "Cl", "C", "H", "H"],
  "xyz": [[-0.367, 2.976, 2.096], [0.001, 1.737, 0.418], [0.712, 0.815, -1.851], [0.572, 1.987, -0.829], [0.875, 3.290, -0.932], [-0.472, -0.246, 1.057], [1.368, 3.667, -1.819], [0.477, 3.929, 0.240], [0.535, 4.974, 0.468], [-0.029, 2.909, 1.074], [1.116, 1.193, -2.903], [-1.996, -2.611, 2.579], [-2.333, -2.904, 3.586], [-0.974, -2.957, 2.431], [-2.658, -3.062, 1.832], [-0.723, 0.197, -1.949], [1.626, -0.292, -1.228], [-1.367, -0.298, -0.809], [1.223, -0.880, -0.029], [-1.516, 0.063, -3.022], [2.766, -0.869, -1.653], [-1.163, 0.390, -3.989], [3.264, -0.526, -2.547], [-2.711, -0.526, -2.613], [3.107, -1.875, -0.744], [-2.575, -0.750, -1.231], [2.134, -1.817, 0.267], [-3.558, -0.754, -3.227], [3.936, -2.554, -0.806], [-3.268, -1.209, -0.539], [2.071, -2.392, 1.187], [-2.048, -1.489, 2.498], [-0.665, 0.750, 3.784], [0.537, -0.144, 2.959], [1.465, 0.433, 2.882], [0.636, -1.156, 3.360]],
  "forces_ev_per_angstrom": [[-0.1, -0.1, -0.1], [0.6, 1.2, -0.4], [-0.3, -0.3, 1.2], [-0.5, -0.3, 1.2], [-0.4, 0.0, 0.5], [1.4, 0.7, -0.1], [-0.2, 0.0, 0.1], [0.1, -0.5, 0.0], [0.1, 0.2, 0.0], [0.5, -0.2, -1.6], [0.0, 0.0, -0.2], [-0.3, 0.6, 0.0], [0.2, 0.3, -0.4], [0.0, 0.1, 0.0], [0.2, 0.1, 0.1], [-0.6, -0.6, 1.1], [-0.4, -0.6, 1.1], [-1.2, -0.4, -2.0], [1.2, -0.1, -1.1], [-0.3, -0.3, 0.9], [-0.4, -0.5, 0.8], [-0.1, 0.0, 0.1], [-0.1, -0.1, 0.0], [0.2, 0.0, 0.3], [-0.1, 0.4, -0.1], [1.4, 0.8, -0.7], [-0.1, 0.6, -0.9], [-0.2, -0.1, -0.1], [0.2, 0.0, 0.0], [0.1, 0.1, 0.0], [-0.1, 0.2, -0.3], [0.0, -1.0, 0.3], [-1.7, 1.3, 1.6], [0.8, -1.6, -2.1], [-0.1, -0.4, 0.2], [0.3, 0.4, 0.5]]
}

***

4.
{
  "formula": "C4H5NS",
  "method": "the ωB97M-V functional and the def2-TZVPD basis",
  "multiplicity": 1,
  "charge": 0,
  "homo_energy_ev": -8.015,
  "orbital_gap_ev": 7.58,
  "smiles": "CC#CC(N)=S",
  "symbols": ["C", "C", "C", "C", "N", "S", "H", "H", "H", "H", "H"],
  "xyz": [[-2.556, -0.431, -0.057], [-1.102, -0.442, 0.170], [0.154, 0.142, 0.027], [1.671, 0.032, -0.064], [2.588, 1.026, -0.042], [2.185, -1.633, -0.002], [-3.043, -0.113, 0.920], [-2.801, -1.562, -0.312], [-3.104, 0.129, -0.901], [2.442, 2.123, 0.027], [3.566, 0.728, 0.234]],
  "forces_ev_per_angstrom": [[-1.6, -2.0, 0.2], [8.7, 5.7, -2.3], [-6.3, -3.8, 0.7], [-1.1, -2.7, 1.0], [0.7, 2.6, 0.7], [-0.3, 2.4, -0.2], [0.3, -0.7, -1.2], [0.1, 2.1, 0.9], [1.7, -0.3, 1.1], [-0.2, -3.5, -0.2], [-1.8, 0.3, -0.8]]
}

***

5.
{
  "formula": "C27H48AsBFeN7O",
  "method": "the ωB97M-V functional and the def2-TZVPD basis",
  "multiplicity": 6,
  "s_squared": 8.761,
  "charge": 2,
  "homo_energy_ev": [-14.128, -14.019],
  "orbital_gap_ev": [9.33, 5.69],
  "symbols": ["Fe", "C", "C", "C", "C", "C", "N", "N", "B", "N", "N", "C", "C", "C", "C", "C", "N", "N", "C", "C", "C", "C", "C", "H", "H", "H", "H", "H", "H", "H", "H", "H", "H", "H", "H", "H", "H", "H", "H", "H", "H", "H", "H", "H", "H", "C", "C", "As", "C", "C", "C", "C", "H", "H", "H", "H", "H", "H", "H", "H", "H", "H", "H", "H", "H", "H", "H", "O", "C", "C", "C", "C", "C", "C", "N", "H", "H", "H", "H", "H", "H", "H", "H", "H", "H", "H"],
  "xyz": [[0.167, 0.191, -0.280], [2.994, -1.164, -2.332], [3.332, -0.201, -1.254], [4.576, 0.245, -0.824], [4.314, 1.169, 0.190], [5.284, 1.928, 1.002], [2.976, 1.248, 0.335], [2.381, 0.402, -0.528], [2.171, 2.203, 1.244], [1.237, 3.021, 0.333], [0.446, 2.446, -0.601], [-0.036, 3.414, -1.387], [-0.865, 3.132, -2.584], [0.422, 4.647, -0.928], [1.229, 4.358, 0.170], [1.936, 5.318, 1.042], [1.350, 1.360, 2.240], [0.483, 0.412, 1.836], [0.004, -0.205, 2.931], [-0.969, -1.324, 2.825], [0.574, 0.366, 4.060], [1.425, 1.364, 3.583], [2.266, 2.293, 4.365], [3.900, -1.561, -2.781], [2.404, -0.670, -3.103], [2.403, -1.983, -1.927], [5.536, -0.055, -1.190], [6.294, 1.637, 0.730], [5.133, 1.732, 2.062], [5.172, 3.000, 0.847], [2.896, 2.913, 1.825], [-1.150, 2.079, -2.602], [-0.289, 3.362, -3.482], [-1.745, 3.773, -2.602], [0.206, 5.613, -1.334], [1.627, 6.329, 0.788], [3.015, 5.246, 0.919], [1.706, 5.129, 2.088], [-1.136, -1.572, 1.775], [-1.914, -1.054, 3.292], [-0.585, -2.193, 3.353], [0.408, 0.099, 5.082], [2.087, 2.146, 5.426], [2.045, 3.325, 4.105], [3.323, 2.125, 4.164], [-3.441, 2.907, 0.379], [-3.730, 1.965, -0.782], [-2.690, 0.275, -0.664], [-3.738, -0.777, 0.678], [-5.259, -0.710, 0.600], [-3.006, -0.639, -2.413], [-4.414, -0.564, -2.989], [-4.079, 3.788, 0.316], [-2.403, 3.245, 0.367], [-3.634, 2.433, 1.342], [-3.487, 2.447, -1.729], [-4.793, 1.712, -0.798], [-3.428, -0.406, 1.658], [-3.402, -1.815, 0.589], [-5.628, 0.301, 0.755], [-5.684, -1.335, 1.385], [-5.639, -1.076, -0.350], [-2.707, -1.681, -2.273], [-2.297, -0.197, -3.122], [-5.130, -1.090, -2.363], [-4.432, -1.036, -3.970], [-4.737, 0.469, -3.109], [-0.131, -1.919, -0.962], [-0.448, -3.111, -1.052], [-0.478, -3.874, -2.337], [0.800, -4.758, -2.324], [1.068, -5.611, -1.070], [1.543, -4.843, 0.180], [0.415, -4.119, 0.952], [-0.700, -3.882, 0.042], [-0.454, -3.216, -3.206], [-1.361, -4.511, -2.389], [1.670, -4.122, -2.496], [0.721, -5.434, -3.176], [1.871, -6.300, -1.341], [0.202, -6.235, -0.829], [2.297, -4.117, -0.132], [2.033, -5.548, 0.852], [0.770, -3.162, 1.337], [0.041, -4.728, 1.777], [-1.131, -4.766, -0.204]],
  "forces_ev_per_angstrom": [[1.1, 1.0, 1.1], [-0.1, 0.0, 0.0], [0.2, 0.0, 0.2], [-0.5, 0.3, 0.3], [-0.2, -0.5, -0.5], [0.0, 0.3, 0.2], [0.7, 0.3, 0.4], [-1.8, -0.6, -0.3], [-0.3, -0.4, -0.5], [0.1, 0.5, 0.4], [-0.5, -1.6, 0.0], [0.0, 0.2, 0.1], [0.1, 0.0, 0.0], [0.2, -0.5, 0.4], [-0.5, 0.0, -0.6], [0.2, 0.0, 0.2], [0.4, 0.5, 0.5], [-0.5, -0.5, -1.7], [-0.1, -0.1, 0.2], [0.1, 0.2, 0.0], [0.1, 0.1, -0.6], [-0.4, -0.5, -0.2], [0.2, 0.2, 0.0], [0.0, 0.0, 0.0], [0.0, 0.0, -0.1], [0.0, -0.1, 0.0], [0.2, 0.0, -0.1], [0.0, 0.0, 0.0], [0.1, 0.0, 0.1], [0.1, 0.1, 0.0], [0.2, 0.3, 0.2], [-0.1, 0.0, -0.1], [0.0, -0.1, 0.0], [-0.1, -0.1, 0.0], [0.0, 0.2, -0.1], [0.0, 0.0, 0.0], [0.1, 0.0, 0.0], [0.0, 0.1, 0.1], [-0.1, -0.2, 0.1], [-0.1, 0.0, 0.0], [0.0, -0.2, 0.0], [-0.1, -0.1, 0.2], [0.0, 0.0, 0.0], [0.0, 0.1, 0.1], [0.1, 0.0, 0.0], [0.2, 0.0, 0.1], [0.4, 0.0, 0.1], [-0.4, -0.3, -0.3], [0.3, 0.1, 0.0], [0.1, 0.1, -0.3], [0.3, 0.1, 0.2], [0.0, 0.1, 0.2], [0.0, 0.0, 0.0], [0.0, 0.0, 0.0], [0.0, 0.0, 0.0], [0.0, -0.2, 0.0], [0.1, -0.3, -0.1], [0.2, -0.1, -0.1], [0.1, 0.1, 0.0], [-0.1, 0.0, 0.0], [0.0, 0.0, 0.0], [-0.1, 0.0, 0.0], [0.1, 0.1, 0.1], [0.0, 0.0, 0.2], [-0.1, 0.1, 0.0], [0.0, 0.0, 0.0], [-0.1, 0.0, 0.0], [0.7, 1.6, 0.4], [-0.8, -0.8, 0.0], [0.3, 0.3, -0.1], [-0.1, -0.2, 0.0], [0.2, 0.1, 0.0], [-0.1, -0.1, 0.0], [0.6, -0.1, 0.2], [-0.5, 0.4, -0.2], [-0.1, 0.0, 0.1], [-0.1, 0.0, 0.1], [0.0, 0.0, -0.1], [0.0, 0.1, 0.0], [-0.1, 0.0, 0.0], [0.0, -0.1, -0.1], [0.1, 0.0, 0.0], [0.1, 0.1, 0.0], [-0.1, -0.1, 0.1], [0.1, 0.2, 0.0], [0.1, 0.2, -0.1]]
}

***

6.
{
  "formula": "C6H13NO2",
  "method": "the ωB97M-V functional and the def2-TZVPD basis",
  "multiplicity": 1,
  "charge": 0,
  "homo_energy_ev": -9.647,
  "orbital_gap_ev": 10.33,
  "smiles": "CC(C)(C)N=C=O.CO",
  "symbols": ["C", "C", "C", "C", "N", "C", "O", "H", "H", "H", "H", "H", "H", "H", "H", "H", "C", "O", "H", "H", "H", "H"],
  "xyz": [[-1.059, 1.559, 1.259], [-0.418, 1.107, -0.050], [0.711, 2.059, -0.456], [-1.470, 1.000, -1.160], [0.156, -0.220, 0.159], [0.773, -0.903, -0.649], [1.220, -1.468, -1.572], [-1.495, 2.549, 1.134], [-1.844, 0.868, 1.559], [-0.314, 1.605, 2.052], [0.323, 3.066, -0.603], [1.478, 2.088, 0.317], [1.171, 1.731, -1.388], [-1.936, 1.969, -1.333], [-1.011, 0.665, -2.089], [-2.246, 0.291, -0.879], [1.047, -2.878, 0.918], [0.671, -3.787, -0.081], [0.384, -1.910, 1.045], [0.870, -3.374, 1.877], [2.110, -2.621, 0.880], [0.878, -3.395, -0.940]],
  "forces_ev_per_angstrom": [[0.1, -0.1, -0.1], [0.0, 0.6, -0.4], [-0.2, 0.0, 0.1], [0.1, 0.1, 0.2], [1.2, -1.0, -0.6], [-1.8, 2.6, -0.6], [0.5, -0.4, 0.6], [0.0, 0.1, 0.0], [0.0, 0.0, 0.0], [0.0, 0.0, 0.0], [0.0, 0.1, 0.0], [0.0, 0.0, 0.0], [0.0, 0.0, -0.1], [0.0, 0.1, 0.0], [0.0, 0.0, -0.1], [0.0, 0.0, 0.0], [-1.2, 1.0, 1.7], [-0.2, 0.0, -0.4], [1.4, -2.5, -0.4], [0.2, -0.2, -0.1], [0.0, 0.1, -0.1], [-0.1, -0.2, 0.2]]
}

***

| no. | total energy (eV) |
| --- | --- |
| 1 | -64583.8713 |
| 2 | -52713.4388 |
| 3 | -39253.5286 |
| 4 | -16549.9733 |
| 5 | -137147.4634 |
| 6 | -12016.9600 |